1.
C18H26N2O2 in the gas phase in a non-equilibrium geometry, computed with the ωB97M-V functional and the def2-TZVPD basis.

Element x y z (Å)
C -4.113743 -0.726332 2.007940
H -4.268095 -1.734314 2.264693
H -4.909783 -0.034477 1.848173
H -3.427587 -0.305081 2.612452
C -3.486252 -0.976156 0.391088
N -2.380489 -1.716308 0.656839
C -2.046322 -2.566163 -0.236477
O -2.673200 -2.664109 -1.492310
C -0.614699 -3.005478 -0.320663
H -0.338377 -3.308793 0.814379
H -0.565776 -3.745394 -0.798470
C 0.386169 -1.941118 -0.835337
C 0.796191 -1.109581 0.154497
O 0.284022 -0.833351 1.418192
N 1.595449 0.043902 -0.252376
C 2.245577 0.053223 -1.256296
H 2.553572 0.965889 -1.582549
C 3.596473 -0.751351 -1.234624
C 4.825228 0.123427 -0.580372
H 5.557467 -0.598639 -0.333529
H 4.989780 0.909585 -1.144371
C 4.169697 0.505982 1.051708
C 3.299429 1.698160 0.963307
H 3.501922 2.323100 0.274675
H 3.403595 2.307382 1.600771
C 1.923359 1.182004 0.786243
H 1.488878 0.634927 1.767491
H 1.268767 2.180117 0.454434
H 3.762851 -0.483416 1.514086
H 5.215191 0.658034 1.526636
H 4.003498 -0.755433 -2.383111
H 3.411986 -1.697788 -0.989788
H 1.716394 -0.287203 -2.151604
H 0.112124 -1.726402 -1.690499
H 1.387608 -2.635644 -0.939930
H -1.571318 -1.174595 1.319103
C -3.144528 0.592092 -0.138858
C -2.160182 1.349789 0.893639
C -1.868382 2.637821 0.173755
C -2.663116 3.258633 -0.816717
C -3.474444 2.317105 -1.350442
C -4.002128 1.202013 -0.801441
H -4.743142 0.511690 -1.484503
H -4.149697 2.663594 -2.320888
H -2.410596 4.179366 -1.349107
H -0.909694 3.102181 0.619749
H -1.517004 0.810742 1.498174
H -4.056666 -1.433654 -0.127777

Forces on atoms 1 to 2 (eV/Å):
-0.8 -0.9 -5.8
-1.1 -1.0 0.8

Net charge: 0
SMILES: C[C@H](NC(=O)CCC(=O)N1CCCCCC1)c1ccccc1
LUMO energy, eV: 0.238
Max |F|, hartree/bohr: 0.3262
Gap between HOMO and LUMO, eV: 8.67
Energy above the lowest of the compared OMol25 structures with the same formula, charge and spin, kJ/mol: 1879.8
DFT total energy, eV: -26145.7097
Multiplicity: 1

2.
C4H7ClN2O in the gas phase in a non-equilibrium geometry, computed with the ωB97M-V functional and the def2-TZVPD basis.

Element x y z (Å)
C -0.650348 -0.173283 0.773049
C -1.200841 -0.443141 -0.550722
C -0.278219 0.411956 -1.498108
C 1.061179 0.300039 -0.763269
N -1.223787 -0.673700 1.761685
N 0.600159 0.358895 0.578820
O 1.483807 0.053261 1.601825
Cl -0.506069 -1.002803 3.359137
H -0.977242 -1.479208 -0.882538
H -2.326869 -0.334848 -0.614598
H -0.372371 0.238292 -2.604516
H -0.488186 1.513167 -1.360572
H 1.616192 -0.572323 -1.035510
H 1.723939 1.079456 -1.009281
H 1.538656 0.724239 2.244598

Forces on atoms 1 to 2 (eV/Å):
1.9 -0.8 -0.2
-1.4 0.3 -3.0

Net charge: 0
SMILES: ON1CCC/C1=N/Cl
LUMO energy, eV: 0.850
Max |F|, hartree/bohr: 0.0653
Gap between HOMO and LUMO, eV: 9.87
Energy above the lowest of the compared OMol25 structures with the same formula, charge and spin, kJ/mol: 331.7
DFT total energy, eV: -21808.2009
Multiplicity: 1

3.
C4H7NO in the gas phase, computed with the ωB97M-V functional and the def2-TZVPD basis.

Element x y z (Å)
C 1.041962 -0.268480 1.701246
N 0.184442 -1.370212 1.336733
C 1.081002 -0.818792 0.310771
C 0.601271 0.012457 -0.824150
C -1.343122 0.987990 -1.649557
O -0.654858 0.317877 -0.587280
H 0.610135 0.720354 1.845709
H 1.860507 -0.519697 2.371805
H -0.753246 -1.019835 1.146973
H 1.922342 -1.456356 0.052103
H -0.633996 1.185472 -2.455317
H -1.778922 1.911844 -1.263572
H -2.137516 0.317377 -1.985463

Forces on atoms 1 to 2 (eV/Å):
0.1 0.2 0.2
-0.2 0.0 0.0

Net charge: 0
LUMO energy, eV: 0.827
Max |F|, hartree/bohr: 0.0115
Gap between HOMO and LUMO, eV: 9.48
Energy above the lowest of the compared OMol25 structures with the same formula, charge and spin, kJ/mol: 433.3
DFT total energy, eV: -7795.1540
Multiplicity: 1

4.
2 unconnected molecules or ions with the total composition C4H10N3 in a non-equilibrium geometry, computed with the ωB97M-V functional and the def2-TZVPD basis.

Element x y z (Å)
C 2.106323 -0.197082 -0.089656
C 2.503678 2.156658 0.253370
C 0.757236 -0.409477 -0.258226
C -0.164714 0.582601 -0.135416
N 2.584592 0.979766 -0.122075
N -1.468384 0.378632 -0.217908
N -2.591534 -2.053208 0.126732
H 2.882018 -0.890514 -0.446934
H 2.632066 3.030709 -0.345470
H 2.590456 2.450603 1.242758
H 0.269686 -1.271160 -0.680210
H 0.074568 1.658375 0.071883
H -1.989254 -0.521939 -0.276234
H -2.065045 1.237319 -0.086125
H -3.217395 -2.642519 -0.400117
H -3.115572 -1.759575 1.025669
H -1.788725 -2.729190 0.337959

Forces on atoms 1 to 2 (eV/Å):
1.1 -1.5 -2.5
1.4 0.6 -0.3

Net charge: +1
LUMO energy, eV: -4.238
Max |F|, hartree/bohr: 0.0604
Gap between HOMO and LUMO, eV: 8.53
Energy above the lowest of the compared OMol25 structures with the same formula, charge and spin, kJ/mol: 258.8
DFT total energy, eV: -8771.9166
Multiplicity: 1

5.
A molecular structure, C6H10ClN in a non-equilibrium geometry, computed with the ωB97M-V functional and the def2-TZVPD basis.

Element x y z (Å)
C 1.107622 0.366255 -0.069903
C 1.310020 -1.091039 -0.654972
C 0.518226 -1.625527 0.673699
C -0.185079 -0.134056 0.859499
C -1.491716 -0.023228 0.196146
C -2.437846 0.948706 0.489600
H -0.342793 1.244038 -1.523905
H 1.847143 2.653004 -1.279729
H 1.798958 0.763814 0.671747
H 0.737512 -1.134074 -1.653281
H 2.361736 -1.351542 -0.645095
H -0.006497 -2.566191 0.785876
H 1.270010 -1.649458 1.535004
H -0.309732 0.160856 1.828869
H -3.303613 1.422058 -0.122480
H -2.117543 1.757313 1.284834
N 0.975414 1.316142 -1.242454
Cl -1.731826 -1.057074 -1.133454

Forces on atoms 1 to 2 (eV/Å):
-1.5 0.9 -1.0
-1.5 0.8 1.9

Net charge: 0
LUMO energy, eV: -0.080
Max |F|, hartree/bohr: 0.1055
Gap between HOMO and LUMO, eV: 8.61
Energy above the lowest of the compared OMol25 structures with the same formula, charge and spin, kJ/mol: 679.5
DFT total energy, eV: -20389.4280
Multiplicity: 1

6.
5 unconnected molecules or ions with the total composition C23H35F5NO13 in a non-equilibrium geometry, computed with the ωB97M-V functional and the def2-TZVPD basis.

Element x y z (Å)
C 2.959241 -1.072115 0.620597
C 3.575167 -0.008352 -0.417137
O 3.881893 1.293585 0.144606
C 2.733320 1.932659 0.735578
C 1.568436 2.317152 -0.326715
N 0.205352 2.314670 0.365793
C -0.661610 3.529081 0.034124
C -1.832581 3.054702 -1.012904
C -1.195737 1.610812 -1.469422
C -0.672595 1.153204 -0.013494
C -1.858671 0.702869 0.971964
C -3.153223 0.104892 0.242173
C -2.952059 -1.347212 -0.402073
F -1.671536 -1.549862 -1.040466
H 3.246890 -2.143278 0.343870
H 1.812302 -0.914422 0.632359
H 3.326692 -0.859128 1.696292
H 2.916590 0.019180 -1.360565
H 4.587488 -0.449455 -0.767794
H 2.302801 1.377276 1.654713
H 3.112249 2.945756 1.152344
H 1.756925 3.407216 -0.668880
H 1.577736 1.687225 -1.277706
H 0.393420 2.431945 1.383123
H -0.156269 4.406542 -0.495001
H -1.273153 3.982318 0.887112
H -1.833656 3.678136 -1.973281
H -2.858030 2.944543 -0.498111
H -0.396901 1.912177 -2.238734
H -1.871142 0.888832 -2.040141
H 0.065219 0.265243 0.043634
H -1.482037 -0.040593 1.765604
H -2.210205 1.640386 1.560584
H -3.959783 -0.016061 1.066513
H -3.635480 0.826481 -0.524017
H -3.116068 -2.188550 0.361824
H -3.749793 -1.467475 -1.230877
C -1.145521 -5.217773 -2.741890
C -0.675609 -4.075112 -3.581087
O -0.787000 -4.570667 -4.898053
C -1.805273 -5.476532 -4.860218
O -2.367902 -5.904522 -5.835102
O -2.114385 -5.830477 -3.578683
F 0.627057 -3.793828 -3.336109
H -0.349086 -5.934665 -2.522045
H -1.590189 -4.887184 -1.801503
H -1.275798 -3.165834 -3.479000
C -1.855806 -4.294302 4.182686
C -2.431575 -3.152841 3.407468
O -1.502504 -2.973892 2.357238
C -0.960636 -4.206073 2.139044
O -0.336367 -4.503482 1.152992
O -1.219034 -5.058310 3.169931
F -2.461751 -2.021405 4.152444
H -1.111704 -3.970987 4.916494
H -2.621370 -4.880769 4.693507
H -3.424415 -3.347540 2.990487
C -3.702995 4.744431 3.787998
C -4.898413 4.245210 4.534658
O -5.703192 3.685042 3.516362
C -4.838566 3.265639 2.554844
O -5.129531 2.503894 1.666336
O -3.597042 3.808196 2.723834
F -5.575200 5.265212 5.107352
H -3.853084 5.746803 3.376725
H -2.799432 4.747164 4.400192
H -4.673653 3.482289 5.286066
C 6.557438 0.501640 -2.875725
C 7.414711 0.720494 -4.081062
O 8.533623 1.406103 -3.559475
C 8.651382 0.985745 -2.268869
O 9.634639 1.141226 -1.591807
O 7.516794 0.359027 -1.840685
F 6.796592 1.523193 -4.979554
H 5.911833 1.357629 -2.656853
H 5.937962 -0.393131 -2.961927
H 7.743810 -0.199985 -4.572500

Forces on atoms 1 to 2 (eV/Å):
-0.4 1.1 0.4
1.0 -2.1 -0.3

Net charge: +1
LUMO energy, eV: -2.809
Max |F|, hartree/bohr: 0.0804
Gap between HOMO and LUMO, eV: 9.94
Energy above the lowest of the compared OMol25 structures with the same formula, charge and spin, kJ/mol: 263.2
DFT total energy, eV: -66104.1222
Multiplicity: 1

- Look up the multiplicity of the sixth one.
  1

- Which of these has the lowest energy above the lowest of the compared OMol25 structures with the same formula, charge and spin?
  C4H10N3

Copy entry 1 word for word.
C18H26N2O2 in the gas phase in a non-equilibrium geometry, computed with the ωB97M-V functional and the def2-TZVPD basis.

Element x y z (Å)
C -4.113743 -0.726332 2.007940
H -4.268095 -1.734314 2.264693
H -4.909783 -0.034477 1.848173
H -3.427587 -0.305081 2.612452
C -3.486252 -0.976156 0.391088
N -2.380489 -1.716308 0.656839
C -2.046322 -2.566163 -0.236477
O -2.673200 -2.664109 -1.492310
C -0.614699 -3.005478 -0.320663
H -0.338377 -3.308793 0.814379
H -0.565776 -3.745394 -0.798470
C 0.386169 -1.941118 -0.835337
C 0.796191 -1.109581 0.154497
O 0.284022 -0.833351 1.418192
N 1.595449 0.043902 -0.252376
C 2.245577 0.053223 -1.256296
H 2.553572 0.965889 -1.582549
C 3.596473 -0.751351 -1.234624
C 4.825228 0.123427 -0.580372
H 5.557467 -0.598639 -0.333529
H 4.989780 0.909585 -1.144371
C 4.169697 0.505982 1.051708
C 3.299429 1.698160 0.963307
H 3.501922 2.323100 0.274675
H 3.403595 2.307382 1.600771
C 1.923359 1.182004 0.786243
H 1.488878 0.634927 1.767491
H 1.268767 2.180117 0.454434
H 3.762851 -0.483416 1.514086
H 5.215191 0.658034 1.526636
H 4.003498 -0.755433 -2.383111
H 3.411986 -1.697788 -0.989788
H 1.716394 -0.287203 -2.151604
H 0.112124 -1.726402 -1.690499
H 1.387608 -2.635644 -0.939930
H -1.571318 -1.174595 1.319103
C -3.144528 0.592092 -0.138858
C -2.160182 1.349789 0.893639
C -1.868382 2.637821 0.173755
C -2.663116 3.258633 -0.816717
C -3.474444 2.317105 -1.350442
C -4.002128 1.202013 -0.801441
H -4.743142 0.511690 -1.484503
H -4.149697 2.663594 -2.320888
H -2.410596 4.179366 -1.349107
H -0.909694 3.102181 0.619749
H -1.517004 0.810742 1.498174
H -4.056666 -1.433654 -0.127777

Forces on atoms 1 to 2 (eV/Å):
-0.8 -0.9 -5.8
-1.1 -1.0 0.8

Net charge: 0
SMILES: C[C@H](NC(=O)CCC(=O)N1CCCCCC1)c1ccccc1
LUMO energy, eV: 0.238
Max |F|, hartree/bohr: 0.3262
Gap between HOMO and LUMO, eV: 8.67
Energy above the lowest of the compared OMol25 structures with the same formula, charge and spin, kJ/mol: 1879.8
DFT total energy, eV: -26145.7097
Multiplicity: 1